{
  "formula": "C28H41Co2O6Si4",
  "method": "the ωB97M-V functional and the def2-TZVPD basis",
  "relative_energy_kj_mol": 80.4,
  "gap_ev": 5.37,
  "total_charge": -1,
  "largest_force_ev_per_a": 5.66,
  "species": ["C", "Si", "C", "C", "Si", "Si", "C", "C", "C", "Si", "C", "C", "C", "C", "C", "C", "C", "H", "H", "H", "H", "H", "H", "H", "H", "H", "H", "H", "H", "H", "H", "H", "H", "H", "H", "H", "H", "H", "H", "H", "H", "H", "H", "H", "H", "H", "H", "H", "H", "H", "H", "O", "C", "Co", "C", "O", "C", "O", "C", "C", "C", "C", "C", "C", "C", "C", "C", "Co", "C", "O", "C", "O", "C", "O", "H", "H", "H", "H", "H", "H", "H"],
  "positions_angstrom": [[3.76662, 1.17399, -2.08788], [2.21109, 0.20180, -1.73137], [1.13708, 1.35059, -0.72650], [1.34980, 0.07505, -3.38348], [2.56774, -1.94248, -0.84152], [1.97492, -3.78697, -2.14270], [2.90108, -3.81347, -3.76143], [2.36724, -5.41364, -1.31446], [0.17281, -3.90736, -2.61640], [4.82514, -2.16332, -0.25672], [5.95128, -2.08130, -1.74256], [5.46554, -0.82981, 0.88384], [5.30259, -3.75994, 0.58764], [1.59752, -2.13106, 0.75936], [0.10558, -2.21244, 0.71105], [-0.63510, -2.86260, 1.83148], [-0.59441, -1.66596, -0.27015], [3.51434, 2.10757, -2.58578], [4.28540, 1.40744, -1.16211], [4.42053, 0.59177, -2.73290], [1.10835, 2.33021, -1.19892], [0.12963, 0.94731, -0.70651], [1.50985, 1.43872, 0.29180], [1.14981, 1.06781, -3.77782], [1.97659, -0.46410, -4.08815], [0.40430, -0.45090, -3.29104], [2.53214, -4.63099, -4.37555], [2.75166, -2.87738, -4.29280], [3.96435, -3.95527, -3.58939], [1.97963, -6.22900, -1.91981], [3.44149, -5.53835, -1.21267], [1.91070, -5.45616, -0.32851], [0.03205, -4.74300, -3.29810], [-0.43912, -4.06927, -1.73294], [-0.15192, -2.99524, -3.10942], [6.98717, -2.10547, -1.41306], [5.77461, -2.92859, -2.39931], [5.78495, -1.16372, -2.29895], [6.52521, -0.99463, 1.06518], [5.34107, 0.15141, 0.43504], [4.93844, -0.85358, 1.83421], [6.35510, -3.71768, 0.85833], [4.71403, -3.91105, 1.48897], [5.15497, -4.60334, -0.08097], [2.00099, -3.02247, 1.24286], [1.90445, -1.27265, 1.36042], [0.03908, -3.28916, 2.57671], [-1.28769, -2.15087, 2.34516], [-1.26007, -3.67227, 1.44757], [-1.66384, -1.66358, -0.25073], [-0.12213, -1.22460, -1.12380], [-3.23472, 6.48421, -2.23638], [-3.66668, 5.95213, -1.32765], [-4.33870, 5.12553, 0.13366], [-5.53193, 6.14968, 0.97736], [-6.27186, 6.77093, 1.57985], [-5.21804, 3.61748, -0.33373], [-5.77628, 2.65441, -0.56941], [-2.69177, 5.28234, 1.35269], [-3.43971, 4.07112, 1.65830], [-4.48464, 4.11866, 2.69917], [-5.17536, 2.99094, 3.11471], [-6.45045, 3.09167, 3.74033], [-7.16008, 1.96234, 4.05100], [-6.63531, 0.70484, 3.78667], [-5.38859, 0.57190, 3.18674], [-4.67435, 1.68354, 2.84614], [-1.59201, 3.64019, 0.84630], [-0.80071, 4.35163, -0.64647], [-0.30703, 4.79833, -1.57024], [-2.22274, 1.99976, 0.38667], [-2.65253, 0.97231, 0.15134], [-0.49080, 3.43261, 2.25704], [0.17893, 3.30483, 3.16805], [-2.29212, 5.76496, 2.24473], [-4.86823, 5.09441, 2.96106], [-6.89072, 4.06814, 3.88012], [-8.15970, 2.05335, 4.44808], [-7.21375, -0.16985, 4.02539], [-4.99566, -0.40844, 2.96419], [-3.72713, 1.57604, 2.34904]],
  "atomic_forces_ev_per_a": [[0.2, -0.4, 0.1], [-0.3, 0.8, -0.5], [0.2, -0.7, 0.2], [0.0, -0.3, 0.0], [0.1, 0.0, -0.1], [-0.2, -0.2, -0.5], [0.1, 0.2, 0.1], [0.1, 0.2, 0.3], [0.0, 0.2, 0.2], [0.5, 0.1, 0.0], [-0.3, 0.0, -0.2], [-0.4, 0.1, 0.0], [-0.4, -0.1, 0.0], [0.3, -0.2, 0.3], [-0.1, 0.5, -0.5], [-0.1, -0.3, 0.6], [0.2, -0.2, 0.0], [-0.1, 0.1, -0.1], [0.2, 0.1, 0.1], [0.3, 0.1, -0.1], [0.1, 0.1, 0.0], [-0.2, 0.2, 0.2], [-0.2, 0.2, 0.2], [0.0, 0.2, 0.0], [0.0, -0.1, -0.3], [-0.2, -0.1, -0.1], [0.0, -0.1, -0.1], [0.1, 0.1, -0.2], [0.2, 0.0, -0.1], [-0.1, -0.1, -0.1], [0.1, -0.1, 0.1], [0.0, -0.2, 0.2], [0.0, -0.1, -0.1], [-0.2, 0.1, 0.0], [-0.2, 0.1, -0.1], [0.2, 0.0, 0.0], [0.1, -0.1, -0.2], [0.1, 0.1, -0.2], [0.1, 0.0, 0.0], [0.0, 0.2, 0.1], [0.0, 0.1, 0.2], [0.1, 0.0, 0.1], [0.0, -0.2, 0.2], [0.0, -0.2, 0.0], [0.0, -0.1, 0.3], [-0.1, 0.0, 0.4], [0.0, 0.0, 0.0], [0.0, -0.1, 0.0], [0.0, 0.0, 0.1], [-0.5, 0.0, -0.1], [0.1, 0.2, -0.3], [0.0, 0.4, -0.3], [0.2, -1.2, 0.7], [0.3, 0.2, 0.5], [0.1, 0.1, -0.2], [-0.7, 0.7, 0.4], [0.1, 0.9, -0.9], [-0.1, -0.5, 0.2], [-0.8, -2.6, 0.0], [0.8, 2.3, 2.8], [3.4, 0.9, -4.5], [-1.8, -2.7, 1.0], [1.2, 0.3, -0.7], [-0.3, -0.5, 0.0], [0.0, 0.0, 0.0], [-0.5, -0.3, 0.3], [0.0, 1.2, 0.1], [-1.7, -0.3, -0.3], [-0.9, -0.7, 1.6], [0.4, 0.3, -0.6], [1.3, 1.5, 0.1], [-0.6, -1.0, -0.2], [-0.9, 0.3, -1.2], [0.8, -0.2, 0.9], [-0.3, 0.9, -0.5], [0.2, 0.1, 0.4], [0.0, 0.2, 0.1], [-0.1, 0.0, 0.2], [-0.1, -0.2, 0.1], [0.0, -0.1, 0.0], [0.2, 0.1, 0.0]]
}